[1]
ORCA calculation (the ωB97M-V functional and the def2-TZVPD basis) on a 2-piece molecular cluster, C34H46BF5N2O8S3 overall in a non-equilibrium geometry.

Atoms and positions in Å:
C (6.29, -3.91, -0.07)
C (5.25, -3.71, 0.53)
C (3.98, -3.62, 1.30)
C (2.89, -2.78, 0.62)
C (1.81, -3.49, 0.03)
C (0.76, -2.83, -0.57)
C (0.79, -1.41, -0.58)
C (1.83, -0.65, -0.05)
C (1.78, 0.87, -0.15)
C (2.88, 1.52, -1.04)
C (2.93, 0.96, -2.50)
C (4.36, 0.80, -3.10)
C (5.40, 1.87, -2.65)
C (4.92, 3.34, -2.79)
C (2.89, -1.38, 0.56)
B (4.12, -0.60, 1.24)
O (5.25, -0.24, 0.52)
C (4.06, -0.16, 2.79)
C (2.75, -0.64, 3.51)
S (-0.66, -0.64, -1.35)
C (-1.95, -1.73, -0.72)
C (-1.62, -3.09, -0.72)
C (-2.53, -4.05, -0.27)
C (-2.25, -5.55, -0.25)
C (-1.02, -5.89, 0.60)
O (-0.06, -6.50, 0.20)
O (-1.03, -5.46, 1.90)
C (-3.78, -3.59, 0.21)
C (-4.12, -2.23, 0.24)
C (-5.50, -1.91, 0.84)
C (-5.45, -2.08, 2.39)
C (-5.00, -0.82, 3.20)
C (-3.46, -0.65, 3.30)
N (-3.07, 0.75, 3.58)
C (-3.21, -1.25, -0.24)
S (-3.57, 0.48, -0.22)
O (-4.54, 0.86, 0.77)
O (-2.39, 1.29, -0.01)
C (-4.27, 1.09, -1.85)
F (-5.35, 0.35, -2.18)
F (-4.71, 2.34, -1.61)
C (-3.27, 1.04, -3.05)
F (-3.91, 1.59, -4.11)
F (-3.06, -0.25, -3.35)
F (-2.17, 1.74, -2.87)
N (-0.33, -3.57, -1.16)
H (7.29, -4.09, -0.43)
H (4.23, -3.18, 2.29)
H (3.57, -4.62, 1.54)
H (1.79, -4.59, 0.04)
H (0.80, 1.27, -0.48)
H (1.92, 1.26, 0.89)
H (3.84, 1.49, -0.51)
H (2.62, 2.59, -1.13)
H (2.27, 1.60, -3.12)
H (2.47, -0.06, -2.51)
H (4.74, -0.19, -2.78)
H (4.31, 0.75, -4.20)
H (6.27, 1.76, -3.32)
H (5.72, 1.64, -1.62)
H (5.39, 3.93, -1.97)
H (5.19, 3.82, -3.75)
H (3.83, 3.46, -2.65)
H (5.39, 0.71, 0.60)
H (4.94, -0.58, 3.32)
H (4.14, 0.95, 2.87)
H (2.52, -1.69, 3.26)
H (1.88, 0.00, 3.25)
H (2.93, -0.61, 4.60)
H (-2.19, -5.95, -1.27)
H (-3.10, -6.07, 0.23)
H (-0.11, -5.33, 2.15)
H (-4.48, -4.35, 0.59)
H (-6.18, -2.71, 0.47)
H (-5.93, -0.96, 0.50)
H (-6.46, -2.37, 2.74)
H (-4.78, -2.90, 2.71)
H (-5.51, 0.10, 2.87)
H (-5.35, -0.98, 4.24)
H (-2.92, -1.02, 2.41)
H (-3.08, -1.25, 4.16)
H (-2.17, 0.78, 4.05)
H (-2.91, 1.24, 2.70)
H (-0.27, -3.39, -2.17)
C (-1.91, 4.87, 1.16)
C (-1.79, 4.35, -0.26)
O (-1.46, 5.40, -1.18)
S (0.06, 5.89, -1.25)
C (-0.07, 6.81, -2.75)
O (0.90, 4.75, -1.47)
O (0.31, 6.80, -0.18)
H (-0.94, 5.19, 1.55)
H (-2.29, 4.09, 1.82)
H (-2.57, 5.73, 1.21)
H (-1.06, 3.54, -0.32)
H (-2.75, 3.95, -0.57)
H (-0.32, 6.12, -3.56)
H (0.89, 7.28, -2.94)
H (-0.85, 7.56, -2.63)

Calculated values
**Orbital gap**: 8.0935 eV
**Charge**: 0
**Lowest unoccupied orbital energy**: -0.0191 Ha
**SMILES**: C#CCc1cc2c(c(CCCCCC)c1B(O)CC)Sc1c(c(CC(=O)O)cc(CCCCN)c1S(=O)(=O)C(F)(F)C(F)(F)F)N2.CCOS(C)(=O)=O


[2]
ORCA calculation (the ωB97M-V functional and the def2-TZVPD basis) on C40H37Cl5KN19OSe as an isolated structure in a non-equilibrium geometry.

Atoms and positions in Å:
K (-1.24, -1.40, -0.17)
Cl (-7.93, 1.05, -4.11)
C (-6.59, 0.62, -3.09)
C (-5.64, 1.58, -2.73)
Cl (-5.80, 3.20, -3.32)
C (-4.57, 1.25, -1.90)
Cl (-3.42, 2.46, -1.41)
C (-4.37, -0.08, -1.38)
O (-3.41, -0.39, -0.63)
C (-5.38, -1.02, -1.77)
Cl (-5.21, -2.62, -1.14)
C (-6.45, -0.68, -2.59)
Cl (-7.63, -1.88, -3.00)
Se (-5.15, 3.02, 6.80)
N (-5.41, 1.65, 5.69)
C (-4.29, 1.49, 5.07)
C (-4.07, 0.45, 4.06)
C (-5.06, -0.48, 3.72)
C (-4.77, -1.46, 2.81)
C (-3.49, -1.48, 2.25)
N (-2.55, -0.59, 2.54)
C (-2.83, 0.35, 3.44)
C (-1.72, 1.30, 3.78)
N (-0.57, 1.16, 3.12)
C (0.44, 1.96, 3.42)
C (0.37, 2.95, 4.40)
C (-0.82, 3.11, 5.07)
C (-1.90, 2.28, 4.76)
C (-3.20, 2.40, 5.43)
N (-3.45, 3.29, 6.33)
H (-6.03, -0.41, 4.19)
H (-5.50, -2.21, 2.52)
H (-3.21, -2.26, 1.55)
H (1.36, 1.80, 2.85)
H (1.23, 3.57, 4.62)
H (-0.95, 3.87, 5.84)
C (-0.04, 2.75, 0.64)
N (1.38, 3.10, 0.51)
C (1.65, 4.33, -0.22)
C (2.30, 2.06, 0.43)
N (1.91, 0.86, 0.34)
C (2.65, -0.27, 0.74)
C (3.24, -0.26, 1.99)
C (3.92, -1.38, 2.51)
C (4.02, -2.51, 1.76)
C (3.44, -2.58, 0.47)
C (3.53, -3.80, -0.25)
C (2.95, -3.91, -1.48)
C (2.24, -2.83, -2.04)
C (2.12, -1.63, -1.38)
N (1.27, -0.66, -1.94)
C (1.30, -0.23, -3.13)
N (2.42, -0.17, -3.97)
C (2.29, -0.52, -5.38)
C (3.76, -0.33, -3.44)
N (0.15, 0.33, -3.72)
C (-1.10, -0.05, -3.08)
C (0.23, 1.73, -4.12)
C (2.72, -1.47, -0.07)
N (3.63, 2.54, 0.40)
C (4.08, 3.31, 1.54)
C (4.67, 1.72, -0.20)
H (-0.57, 3.58, 1.12)
H (-0.15, 1.87, 1.26)
H (-0.50, 2.54, -0.32)
H (0.75, 4.93, -0.22)
H (1.92, 4.14, -1.27)
H (2.45, 4.92, 0.23)
H (3.13, 0.63, 2.61)
H (4.34, -1.34, 3.51)
H (4.51, -3.39, 2.16)
H (4.03, -4.64, 0.21)
H (2.97, -4.86, -2.02)
H (1.71, -2.96, -2.98)
H (1.25, -0.70, -5.62)
H (2.86, -1.43, -5.60)
H (2.66, 0.29, -6.03)
H (3.79, -0.01, -2.40)
H (4.45, 0.30, -4.01)
H (4.11, -1.36, -3.48)
H (-1.14, -1.14, -2.99)
H (-1.94, 0.28, -3.71)
H (-1.22, 0.39, -2.08)
H (1.23, 1.97, -4.48)
H (0.00, 2.40, -3.28)
H (-0.50, 1.94, -4.91)
H (3.22, 3.76, 2.05)
H (4.75, 4.12, 1.23)
H (4.61, 2.68, 2.26)
H (4.25, 1.15, -1.03)
H (5.13, 1.02, 0.50)
H (5.44, 2.38, -0.60)
N (0.06, -5.12, -0.25)
C (0.36, -4.37, 0.89)
N (0.94, -4.92, 1.95)
N (1.06, -3.91, 2.85)
N (0.57, -2.82, 2.34)
N (0.11, -3.08, 1.08)
C (-0.28, -4.61, -1.51)
N (-0.03, -5.28, -2.62)
N (-0.50, -4.50, -3.63)
N (-0.98, -3.40, -3.12)
N (-0.86, -3.44, -1.75)
H (0.49, -6.02, -0.28)

Calculated values
**Orbital gap**: 4.8795 eV
**Charge**: -2
**Lowest unoccupied orbital energy**: 0.1037 Ha


[3]
ORCA calculation (the ωB97M-V functional and the def2-TZVPD basis) on C6H14N2O2 in the gas phase in a non-equilibrium geometry.

Atoms and positions in Å:
C (1.83, 1.19, -1.02)
O (1.08, 0.54, -0.03)
C (0.05, -0.45, -0.43)
C (-0.92, 0.11, -1.47)
C (0.71, -1.72, -0.96)
N (-0.61, -0.67, 0.84)
N (-0.40, -1.96, 1.39)
C (-0.66, 0.36, 1.80)
C (-1.14, 1.72, 1.36)
O (-0.55, 0.07, 2.97)
H (2.55, 1.82, -0.51)
H (2.37, 0.47, -1.65)
H (1.21, 1.82, -1.67)
H (-1.32, 1.07, -1.19)
H (-0.43, 0.19, -2.44)
H (-1.74, -0.59, -1.56)
H (1.47, -2.06, -0.26)
H (-0.04, -2.50, -1.06)
H (1.16, -1.51, -1.92)
H (0.40, -1.94, 2.03)
H (-1.21, -2.16, 1.98)
H (-2.18, 1.67, 1.01)
H (-1.10, 2.38, 2.22)
H (-0.52, 2.13, 0.57)

Calculated values
**Orbital gap**: 10.2147 eV
**Charge**: 0
**Energy above the lowest of the compared OMol25 structures with the same formula, charge and spin**: 223.8 kJ/mol
**Lowest unoccupied orbital energy**: 0.0294 Ha
**SMILES**: COC(C)(C)N(N)C(C)=O


[4]
ORCA calculation (the ωB97M-V functional and the def2-TZVPD basis) on a 2-piece molecular cluster, C4H6N4 overall in a non-equilibrium geometry.

Atoms and positions in Å:
H (0.69, 1.62, 1.21)
N (1.52, 2.14, 0.83)
N (1.98, 1.65, -0.19)
C (2.41, 0.39, -0.42)
N (3.12, -0.43, -0.83)
C (-2.31, -0.30, -0.33)
C (-0.86, -0.49, -0.68)
C (0.06, -0.84, 0.19)
N (0.69, -0.80, 1.24)
H (-2.70, 0.62, -0.77)
H (-2.46, -0.29, 0.74)
H (-2.90, -1.14, -0.73)
H (-0.63, -0.60, -1.73)
H (1.38, -1.52, 1.46)

Calculated values
**Orbital gap**: 7.7532 eV
**Charge**: 0
**Energy above the lowest of the compared OMol25 structures with the same formula, charge and spin**: 568.0 kJ/mol
**Lowest unoccupied orbital energy**: -0.0415 Ha
**SMILES**: [H]/N=N\C#N.CC=C=N


[5]
ORCA calculation (the ωB97M-V functional and the def2-TZVPD basis) on a 2-piece molecular cluster, CH3Cl2OP overall in a non-equilibrium geometry.

Atoms and positions in Å:
C (-0.18, -0.32, -0.47)
O (0.25, 1.47, -1.00)
P (0.69, 0.01, 1.10)
Cl (-0.82, 0.65, 2.32)
Cl (0.74, -1.88, 1.88)
H (-1.18, -0.23, -0.57)
H (0.22, -0.82, -1.32)
H (0.29, 1.12, -1.94)

Calculated values
**Orbital gap**: 9.6843 eV
**Charge**: 0
**Energy above the lowest of the compared OMol25 structures with the same formula, charge and spin**: 332.5 kJ/mol
**Lowest unoccupied orbital energy**: -0.0088 Ha


[6]
ORCA calculation (the ωB97M-V functional and the def2-TZVPD basis) on C5H8O2 in the gas phase.

Atoms and positions in Å:
C (-2.11, 0.50, 1.27)
C (-0.66, 0.51, 0.85)
C (-0.08, -0.51, 0.22)
C (1.34, -0.55, -0.31)
O (1.63, -1.80, -0.87)
C (1.43, 0.53, -1.39)
O (1.64, 0.25, -2.54)
H (-2.27, -0.16, 2.13)
H (-2.74, 0.13, 0.45)
H (-2.46, 1.50, 1.54)
H (-0.08, 1.41, 1.08)
H (-0.65, -1.41, 0.00)
H (2.07, -0.31, 0.47)
H (1.69, -1.65, -1.83)
H (1.26, 1.57, -1.06)

Calculated values
**Orbital gap**: 10.5030 eV
**Charge**: 0
**Energy above the lowest of the compared OMol25 structures with the same formula, charge and spin**: 129.8 kJ/mol
**Lowest unoccupied orbital energy**: 0.0320 Ha
**SMILES**: C/C=C/[C@@H](O)C=O


[7]
ORCA calculation (the ωB97M-V functional and the def2-TZVPD basis) on C40H58BClIN9OReS as an isolated structure in a non-equilibrium geometry.

Atoms and positions in Å:
Re (-1.26, 0.58, -0.58)
C (-3.50, -1.42, 1.45)
C (-2.74, -1.11, 2.71)
C (-2.15, -2.39, 3.32)
C (-1.61, -0.11, 2.59)
C (-0.99, 0.31, 3.74)
C (0.10, 1.07, 3.36)
C (1.06, 1.73, 4.32)
C (0.29, 2.77, 5.15)
C (1.67, 0.69, 5.26)
N (0.13, 1.12, 2.02)
N (-0.94, 0.39, 1.50)
B (1.17, 1.74, 1.09)
N (0.51, 2.87, 0.27)
N (-0.42, 2.43, -0.65)
C (-0.65, 3.44, -1.53)
C (0.08, 4.53, -1.12)
C (0.79, 4.15, 0.01)
C (1.62, 5.09, 0.84)
C (3.13, 4.81, 0.76)
C (1.12, 5.14, 2.28)
C (-1.53, 3.32, -2.74)
C (-1.37, 1.98, -3.44)
C (-1.20, 4.43, -3.73)
N (1.64, 0.65, 0.10)
N (0.78, 0.09, -0.80)
C (1.51, -0.61, -1.68)
C (2.84, -0.56, -1.31)
C (2.89, 0.25, -0.19)
C (4.10, 0.59, 0.63)
C (5.38, 0.41, -0.18)
C (4.11, -0.31, 1.87)
C (0.96, -1.22, -2.93)
C (1.60, -0.55, -4.16)
C (1.21, -2.73, -2.98)
H (-4.25, -2.19, 1.65)
H (-4.01, -0.55, 1.04)
H (-2.81, -1.84, 0.71)
H (-3.42, -0.66, 3.43)
H (-1.38, -2.80, 2.68)
H (-1.73, -2.22, 4.32)
H (-2.95, -3.14, 3.42)
H (-1.30, 0.07, 4.74)
H (1.84, 2.23, 3.76)
H (-0.46, 2.29, 5.79)
H (0.99, 3.30, 5.80)
H (-0.23, 3.49, 4.51)
H (0.91, 0.22, 5.89)
H (2.19, -0.10, 4.71)
H (2.41, 1.17, 5.91)
H (2.09, 2.16, 1.72)
H (0.11, 5.50, -1.59)
H (1.45, 6.06, 0.38)
H (3.39, 3.86, 1.24)
H (3.47, 4.77, -0.27)
H (3.67, 5.60, 1.26)
H (1.34, 4.21, 2.81)
H (1.62, 5.94, 2.83)
H (0.04, 5.32, 2.32)
H (-2.57, 3.42, -2.41)
H (-0.39, 1.88, -3.93)
H (-1.45, 1.05, -2.78)
H (-2.16, 1.82, -4.18)
H (-0.14, 4.42, -3.97)
H (-1.75, 4.27, -4.66)
H (-1.48, 5.41, -3.35)
H (3.66, -1.03, -1.82)
H (4.02, 1.63, 0.94)
H (5.55, -0.64, -0.43)
H (5.34, 0.98, -1.11)
H (6.24, 0.76, 0.39)
H (4.25, -1.36, 1.58)
H (4.92, -0.03, 2.55)
H (3.17, -0.25, 2.43)
H (-0.12, -1.04, -2.96)
H (2.62, -0.91, -4.29)
H (1.04, -0.81, -5.07)
H (1.63, 0.54, -4.06)
H (2.29, -2.93, -3.04)
H (0.83, -3.22, -2.08)
H (0.73, -3.18, -3.86)
Cl (-7.38, -1.53, -3.29)
C (-6.13, -0.70, -2.45)
C (-6.40, 0.50, -1.85)
C (-5.37, 1.20, -1.16)
I (-5.73, 3.00, -0.17)
C (-4.12, 0.67, -1.11)
O (-3.09, 1.32, -0.50)
C (-3.84, -0.58, -1.67)
N (-2.56, -1.07, -1.49)
C (-2.29, -2.28, -1.99)
C (-3.22, -3.03, -2.72)
C (-4.48, -2.53, -2.93)
C (-4.84, -1.29, -2.37)
H (-7.39, 0.91, -1.89)
H (-1.30, -2.67, -1.77)
H (-2.92, -3.99, -3.11)
H (-5.21, -3.09, -3.50)
C (2.85, -4.54, 0.21)
N (1.56, -5.13, -0.09)
C (1.44, -6.47, -0.64)
C (-0.07, -6.64, -0.82)
N (-0.58, -5.31, -0.52)
C (0.38, -4.50, -0.01)
S (0.11, -2.96, 0.57)
H (3.32, -5.08, 1.04)
H (2.71, -3.51, 0.49)
H (3.49, -4.61, -0.67)
H (1.87, -7.20, 0.04)
H (1.98, -6.53, -1.59)
H (-0.49, -7.37, -0.13)
H (-0.33, -6.94, -1.83)
H (-1.54, -5.11, -0.30)

Calculated values
**Spin multiplicity**: 4
**Orbital gap (spin up / spin down)**: 6.3324 / 5.9250 eV
**Charge**: +2
**Energy above the lowest of the compared OMol25 structures with the same formula, charge and spin**: 0.0 kJ/mol
**Lowest unoccupied orbital energy (spin up / spin down)**: -0.2435 / -0.2583 Ha
**Expectation value of S²**: 3.77


[8]
ORCA calculation (the ωB97M-V functional and the def2-TZVPD basis) on an isolated ion of composition C5H9N2 and charge +1 in a non-equilibrium geometry.

Atoms and positions in Å:
C (1.85, 1.04, 1.48)
C (0.87, -0.17, 1.68)
N (0.01, -0.28, 0.54)
N (0.39, -0.10, -1.04)
C (-0.84, -0.37, -1.28)
C (-1.65, -0.56, -2.49)
C (-1.21, -0.48, 0.22)
H (2.60, 0.89, 0.77)
H (1.48, 2.02, 1.14)
H (2.45, 1.29, 2.29)
H (0.26, 0.00, 2.62)
H (1.49, -1.01, 1.91)
H (-1.03, -0.32, -3.39)
H (-2.57, 0.10, -2.64)
H (-2.02, -1.68, -2.61)
H (-2.10, -0.37, 0.80)

Calculated values
**Orbital gap**: 9.4803 eV
**Charge**: +1
**Energy above the lowest of the compared OMol25 structures with the same formula, charge and spin**: 568.6 kJ/mol
**Lowest unoccupied orbital energy**: -0.2236 Ha
**SMILES**: CC[N+]1=NC(C)=C1


[9]
ORCA calculation (the ωB97M-V functional and the def2-TZVPD basis) on a 2-piece molecular cluster, C2H10NS overall in a non-equilibrium geometry.

Atoms and positions in Å:
N (0.01, 2.92, -1.06)
H (0.39, 3.10, -2.02)
H (-0.90, 3.42, -1.02)
H (0.69, 2.83, -0.26)
H (-0.06, 1.93, -1.24)
C (0.81, -1.25, 1.93)
C (0.53, -1.66, 0.44)
S (-0.63, -0.36, -0.56)
H (1.32, -0.31, 2.14)
H (-0.34, -1.01, 2.29)
H (1.11, -1.94, 2.72)
H (0.13, -2.67, 0.32)
H (1.41, -1.46, -0.19)
H (-1.72, -1.12, -0.52)

Calculated values
**Orbital gap**: 8.8108 eV
**Charge**: +1
**Energy above the lowest of the compared OMol25 structures with the same formula, charge and spin**: 171.5 kJ/mol
**Lowest unoccupied orbital energy**: -0.1563 Ha


[10]
ORCA calculation (the ωB97M-V functional and the def2-TZVPD basis) on a 2-piece molecular cluster, C3H6O2 overall.

Atoms and positions in Å:
C (-0.61, -0.36, 0.98)
C (0.66, -0.59, 0.67)
C (1.52, 0.50, 0.15)
O (2.71, 0.41, -0.03)
H (-1.28, -1.14, 1.35)
H (-1.05, 0.63, 0.87)
H (1.12, -1.57, 0.77)
H (0.97, 1.44, -0.08)
O (-1.68, 0.05, -1.66)
H (-1.54, 0.99, -1.54)
H (-0.81, -0.35, -1.48)

Calculated values
**Orbital gap**: 10.3161 eV
**Charge**: 0
**Energy above the lowest of the compared OMol25 structures with the same formula, charge and spin**: 160.3 kJ/mol
**Lowest unoccupied orbital energy**: 0.0012 Ha
**SMILES**: C=CC=O.O